1.
Below is a molecular structure, C15H30AsF6N2O6S3Tl, with properties calculated with ωB97M-V with the def2-TZVPD basis set.

**Relative energy (zero: lowest compared OMol25 entry of this formula, charge and spin)**: 4.3 kcal per mole
**HOMO**: -15.239 eV
**Total charge**: +2
**Kohn-Sham gap**: 8.464 eV

Cartesian coordinates (Å):
Tl -1.60 0.98 2.41
F 0.36 5.70 0.31
C 0.49 4.73 -0.57
F 0.21 5.16 -1.78
F 1.77 4.29 -0.54
S -0.58 3.29 -0.12
O -0.23 2.22 -1.03
O -0.25 2.99 1.27
N -1.96 3.95 -0.35
S -3.31 3.20 0.01
O -3.06 1.83 0.47
O -4.32 3.40 -0.96
C -3.85 4.08 1.55
F -3.68 5.37 1.45
F -3.11 3.61 2.58
F -5.12 3.79 1.78
C 4.85 2.27 0.58
C 4.17 0.95 0.94
S 2.44 1.06 0.48
O 1.76 -0.21 1.18
C 2.44 0.71 -1.29
C 3.48 -0.26 -1.82
H 5.88 2.24 0.92
H 4.35 3.11 1.07
H 4.85 2.45 -0.49
H 4.15 0.79 2.02
H 4.64 0.09 0.45
H 2.54 1.70 -1.73
H 1.41 0.41 -1.46
H 4.48 0.18 -1.82
H 3.24 -0.48 -2.86
H 3.51 -1.21 -1.29
O -0.80 -1.07 0.34
C -1.87 -0.85 -0.26
C -1.97 -0.63 -1.73
C -2.76 -1.84 -2.31
C -2.75 -3.13 -1.45
C -3.76 -3.19 -0.29
C -3.39 -2.31 0.90
N -3.05 -0.96 0.41
H -0.98 -0.54 -2.17
H -2.50 0.31 -1.93
H -2.35 -2.07 -3.29
H -3.80 -1.55 -2.47
H -1.74 -3.31 -1.07
H -2.97 -3.96 -2.12
H -3.85 -4.22 0.05
H -4.74 -2.90 -0.66
H -2.52 -2.70 1.43
H -4.21 -2.23 1.61
H -3.83 -0.53 -0.08
C 1.33 -2.72 -0.74
As 1.71 -1.98 0.98
C 0.67 -2.59 2.45
C 3.49 -2.56 1.43
H 0.63 -3.53 -0.56
H 2.26 -3.10 -1.16
H 0.86 -1.98 -1.39
H 0.78 -3.68 2.45
H -0.36 -2.31 2.34
H 1.10 -2.18 3.36
H 3.41 -3.63 1.60
H 3.81 -2.08 2.36
H 4.21 -2.38 0.64

***

2.
Below is a molecular structure, C15H30BCl2F4N3S5SeW, with properties calculated with ωB97M-V with the def2-TZVPD basis set.

**Multiplicity**: 3
**<S²>**: 2.022
**Relative energy (zero: lowest compared OMol25 entry of this formula, charge and spin)**: 15.4 kcal per mole
**HOMO (spin up / spin down)**: -13.853 / -14.140 eV
**Total charge**: +2
**Kohn-Sham gap (spin up / spin down)**: 7.381 / 7.210 eV

Cartesian coordinates (Å):
W -0.40 0.60 -0.05
C 0.04 -2.11 -2.05
C 1.09 -2.48 -1.03
S 0.93 -1.59 0.55
C 2.69 -1.53 1.01
C 2.88 -0.82 2.35
S 2.04 0.77 2.52
C 3.10 1.93 1.64
C 3.29 1.71 0.15
S 1.79 1.61 -0.89
C 2.43 0.52 -2.18
C 1.31 0.23 -3.16
S -0.22 -0.34 -2.37
H -0.95 -2.45 -1.75
H 0.27 -2.56 -3.02
H 2.10 -2.31 -1.42
H 1.00 -3.55 -0.82
H 3.25 -1.06 0.21
H 3.01 -2.56 1.10
H 3.95 -0.70 2.55
H 2.47 -1.43 3.15
H 4.09 1.94 2.10
H 2.66 2.91 1.83
H 3.87 0.80 -0.04
H 3.85 2.55 -0.27
H 2.84 -0.39 -1.74
H 3.24 1.05 -2.68
H 1.59 -0.51 -3.90
H 1.02 1.14 -3.69
Se -0.21 3.03 1.02
C 0.00 4.05 -0.50
N 0.16 4.68 -1.45
F -3.57 -2.79 0.86
B -2.31 -3.12 1.04
F -1.67 -0.90 0.00
F -1.73 -2.86 2.20
F -1.64 -3.75 0.09
Cl -3.83 1.51 2.13
C -2.88 0.19 2.78
Cl -1.10 0.46 2.57
H -3.12 -0.74 2.28
H -3.02 0.12 3.85
C -1.73 2.98 -3.79
N -2.76 1.95 -3.61
C -3.81 2.00 -4.64
C -2.90 1.26 -2.49
S -2.20 1.96 -1.03
N -3.62 0.13 -2.46
C -3.79 -0.71 -3.64
C -4.30 -0.36 -1.27
H -1.45 3.00 -4.84
H -0.85 2.76 -3.18
H -2.10 3.96 -3.49
H -3.96 3.04 -4.91
H -4.74 1.61 -4.25
H -3.53 1.45 -5.54
H -3.04 -0.48 -4.39
H -4.78 -0.61 -4.09
H -3.67 -1.75 -3.33
H -4.12 0.31 -0.43
H -3.96 -1.36 -1.02
H -5.38 -0.39 -1.48

***

3.
Below is a molecular structure, C15H30FGaN3OSSn in a non-equilibrium geometry, with properties calculated with ωB97M-V with the def2-TZVPD basis set.

**HOMO**: -10.119 eV
**Total charge**: +1
**Kohn-Sham gap**: 2.801 eV

Cartesian coordinates (Å):
C 2.55 1.06 2.30
C 1.30 0.20 2.15
Ga -0.03 1.28 0.95
C -1.54 0.02 0.48
C -2.95 0.45 0.88
N -2.98 1.73 1.63
C 0.86 1.89 -0.81
C 1.98 0.96 -1.22
C 1.58 -0.50 -1.55
C 2.53 -1.55 -0.94
C 1.82 -2.81 -0.46
C 0.85 -3.42 -1.50
C -0.58 -3.56 -0.99
S -1.83 -3.64 -2.32
C -1.50 -2.18 -3.19
N -0.58 -1.99 -4.05
N -0.69 -0.69 -4.49
C -1.68 -0.19 -3.88
O -2.27 -1.04 -3.04
C -0.34 3.02 2.03
C -0.71 2.63 3.44
F 0.76 3.82 2.07
H 2.45 2.01 1.78
H 3.36 0.55 1.80
H 2.77 1.22 3.35
H 1.43 -0.73 1.61
H 0.78 0.05 3.09
H -1.52 -0.14 -0.59
H -1.34 -0.96 0.90
H -3.57 0.52 0.00
H -3.41 -0.31 1.50
H -3.43 1.62 2.54
H -3.46 2.46 1.12
H 0.13 2.03 -1.61
H 1.27 2.88 -0.61
H 2.80 1.01 -0.52
H 2.38 1.39 -2.14
H 1.68 -0.59 -2.63
H 0.54 -0.71 -1.34
H 3.32 -1.82 -1.62
H 3.01 -1.09 -0.08
H 1.31 -2.68 0.50
H 2.58 -3.56 -0.27
H 0.89 -2.86 -2.42
H 1.19 -4.41 -1.73
H -0.82 -2.81 -0.24
H -0.68 -4.52 -0.50
H -1.99 0.82 -4.04
H -1.14 3.58 1.53
H -1.47 3.29 3.86
H -1.11 1.62 3.46
H 0.17 2.63 4.06
Sn -4.69 4.05 1.77

***

- What is the formula in the second record?
  C15H30BCl2F4N3S5SeW